Below is a cluster of 2 separate species, C3H7O3 in total, with properties calculated with the ωB97M-V functional and the def2-TZVPD basis.

Geometry as ORCA input:
```
! wB97M-V def2-TZVPD RIJCOSX def2/J DEFGRID3
* xyz -1 1
C 1.009 -1.306 -1.940
C 0.448 0.058 -1.433
O -0.805 0.146 -1.520
O 1.268 0.890 -0.979
H 2.095 -1.399 -1.909
H 0.662 -1.432 -2.969
H 0.511 -2.098 -1.373
C -0.833 1.047 1.719
O -1.357 0.738 3.020
H -0.988 -0.121 3.249
H -1.124 0.376 0.906
H 0.254 1.060 1.797
H -1.139 2.042 1.432
*
```

ΔE to the lowest compared entry with this formula, charge and spin ... 24.6 kcal/mol
Highest occupied orbital energy ... -0.150 Ha
Total energy ... -344.271088 Ha
F_max ... 0.700 eV/Å
LUMO energy ... 0.1365 Eh
Kohn-Sham gap ... 7.8 eV

***

Below is a cluster of 2 separate species, C3H7O4PS in total, with properties calculated with the ωB97M-V functional and the def2-TZVPD basis.

Geometry as ORCA input:
```
! wB97M-V def2-TZVPD RIJCOSX def2/J DEFGRID3
* xyz -2 1
C 1.168 -1.341 0.048
C 2.259 -0.288 0.061
C 2.110 1.149 0.141
O -3.200 -1.073 -0.781
O -2.915 1.637 -0.287
O -4.416 0.014 1.202
O 2.327 0.520 -1.070
P -3.065 0.061 0.621
S 3.304 2.197 0.876
H 0.664 -1.394 0.974
H 0.352 -0.961 -0.658
H 1.585 -2.285 -0.283
H 3.223 -0.796 0.168
H 1.030 1.408 0.448
H -2.040 2.031 -0.288
H -2.387 -0.879 -1.172
*
```

ΔE to the lowest compared entry with this formula, charge and spin ... 45.9 kcal/mol
Highest occupied orbital energy ... -0.018 Ha
Total energy ... -1159.027889 Ha
F_max ... 3.456 eV/Å
LUMO energy ... 0.2088 Eh
Kohn-Sham gap ... 6.2 eV

***

Below is the ion C3H7O4S2 with charge -1, with properties calculated with the ωB97M-V functional and the def2-TZVPD basis.

Geometry as ORCA input:
```
! wB97M-V def2-TZVPD RIJCOSX def2/J DEFGRID3
* xyz -1 1
O -1.455 -0.384 3.288
S -1.386 -0.540 1.856
O -2.006 0.530 1.092
O -1.684 -1.870 1.353
O 0.241 -0.355 1.596
C 0.773 -0.737 0.346
C 1.174 0.469 -0.497
C 0.044 1.215 -1.193
S -0.749 0.286 -2.543
H 0.075 -1.389 -0.186
H 1.673 -1.324 0.560
H 1.903 0.144 -1.250
H 1.684 1.175 0.165
H 0.444 2.127 -1.642
H -0.732 1.474 -0.473
H 0.000 -0.820 -2.473
*
```

ΔE to the lowest compared entry with this formula, charge and spin ... 0.0 kcal/mol
Highest occupied orbital energy ... -0.192 Ha
Total energy ... -1215.928378 Ha
SMILES string ... O=S(=O)([O-])OCCCS
F_max ... 0.207 eV/Å
LUMO energy ... 0.1150 Eh
Kohn-Sham gap ... 8.4 eV

***

Below is a cluster of 2 separate species, C3H7OP in total, with properties calculated with the ωB97M-V functional and the def2-TZVPD basis.

Geometry as ORCA input:
```
! wB97M-V def2-TZVPD RIJCOSX def2/J DEFGRID3
* xyz 0 1
C -0.301 0.741 -2.116
C 1.132 -1.578 1.584
C 0.427 -0.489 1.473
O 0.889 0.954 -1.930
P -1.517 1.843 -1.128
H 1.847 -1.841 0.805
H 0.829 -2.387 2.240
H -0.821 0.260 -2.995
H 0.452 0.302 0.723
H -0.380 -0.348 2.188
H -1.963 0.617 -0.713
H -0.593 1.925 -0.132
*
```

ΔE to the lowest compared entry with this formula, charge and spin ... 53.2 kcal/mol
Highest occupied orbital energy ... -0.349 Ha
Total energy ... -534.993459 Ha
SMILES string ... O=CP.C=C
F_max ... 3.281 eV/Å
LUMO energy ... 0.0161 Eh
Kohn-Sham gap ... 9.9 eV

***

Below is a cluster of 2 separate species, C3H7OS in total, with properties calculated with the ωB97M-V functional and the def2-TZVPD basis.

Geometry as ORCA input:
```
! wB97M-V def2-TZVPD RIJCOSX def2/J DEFGRID3
* xyz -1 1
S -1.632 -2.582 -0.200
H -2.851 -2.614 0.365
C 0.358 1.074 1.317
C 0.054 0.650 0.049
O -1.116 0.423 -0.419
C 1.230 0.488 -0.933
H 1.392 1.299 1.550
H -0.425 1.294 2.031
H -1.532 -1.237 -0.276
H 2.173 0.557 -0.388
H 1.170 -0.534 -1.328
H 1.179 1.182 -1.768
*
```

ΔE to the lowest compared entry with this formula, charge and spin ... 17.3 kcal/mol
Highest occupied orbital energy ... -0.099 Ha
Total energy ... -591.940681 Ha
F_max ... 1.202 eV/Å
LUMO energy ... 0.1356 Eh
Kohn-Sham gap ... 6.4 eV

***

Below is a cluster of 2 separate species, C3H7P in total, with properties calculated with the ωB97M-V functional and the def2-TZVPD basis.

Geometry as ORCA input:
```
! wB97M-V def2-TZVPD RIJCOSX def2/J DEFGRID3
* xyz 0 1
C 2.718 0.782 -0.317
C 1.778 0.274 0.395
C 0.292 -0.002 0.002
P -3.085 0.019 0.254
H -2.767 -0.641 -0.893
H 2.940 1.452 -1.114
H 2.046 -0.288 1.265
H -0.226 0.562 -0.832
H -0.324 -0.022 0.904
H 0.430 -1.068 -0.274
H -3.802 -1.069 0.610
*
```

ΔE to the lowest compared entry with this formula, charge and spin ... 97.4 kcal/mol
Highest occupied orbital energy (alpha / beta) ... -0.309 / -0.331 Ha
Total energy ... -459.655385 Ha
F_max ... 1.876 eV/Å
LUMO energy (alpha / beta) ... -0.0484 / 0.0073 Eh
Kohn-Sham gap (alpha / beta) ... 7.1 / 9.2 eV

***

Below is an isolated molecule of C3H7PS, with properties calculated with the ωB97M-V functional and the def2-TZVPD basis.

Geometry as ORCA input:
```
! wB97M-V def2-TZVPD RIJCOSX def2/J DEFGRID3
* xyz 0 1
C -1.134 0.119 0.284
C -0.615 1.369 0.715
C 1.301 -0.890 -0.732
P -0.055 -1.353 0.474
S -2.678 0.028 -0.313
H -1.281 2.069 1.125
H 0.357 1.289 1.429
H -0.052 1.945 -0.126
H 1.269 -1.032 -1.797
H 2.123 -1.410 -0.229
H 1.461 0.144 -0.483
H -0.697 -2.279 -0.349
*
```

ΔE to the lowest compared entry with this formula, charge and spin ... 25.8 kcal/mol
Highest occupied orbital energy ... -0.306 Ha
Total energy ... -857.980952 Ha
SMILES string ... CPC(C)=S
F_max ... 6.260 eV/Å
LUMO energy ... -0.0165 Eh
Kohn-Sham gap ... 7.9 eV

***

Below is a cluster of 2 separate species, C3H7PS in total, with properties calculated with the ωB97M-V functional and the def2-TZVPD basis.

Geometry as ORCA input:
```
! wB97M-V def2-TZVPD RIJCOSX def2/J DEFGRID3
* xyz 0 1
C -0.316 -0.456 -1.059
C -0.342 -0.442 1.441
C -0.548 0.359 0.189
P 2.769 1.463 -1.368
S 1.162 2.071 -0.458
H -1.123 -1.316 -1.174
H 0.667 -0.962 -0.972
H -0.280 0.182 -1.866
H -1.091 -0.367 2.135
H -0.012 -1.430 1.007
H 0.607 -0.133 2.065
H -1.493 1.031 0.061
*
```

ΔE to the lowest compared entry with this formula, charge and spin ... 67.1 kcal/mol
Highest occupied orbital energy (alpha / beta) ... -0.261 / -0.263 Ha
Total energy ... -857.915071 Ha
F_max ... 4.899 eV/Å
LUMO energy (alpha / beta) ... -0.0400 / -0.0441 Eh
Kohn-Sham gap (alpha / beta) ... 6.0 / 6.0 eV

***

Below is an isolated molecule of C3H7PS, with properties calculated with the ωB97M-V functional and the def2-TZVPD basis.

Geometry as ORCA input:
```
! wB97M-V def2-TZVPD RIJCOSX def2/J DEFGRID3
* xyz 0 1
C -0.096 0.031 0.351
C 0.393 -1.265 -0.280
C -1.203 0.707 -0.442
P 1.360 1.482 0.716
S 0.071 0.481 2.122
H 1.291 -1.524 0.225
H 0.491 -1.087 -1.327
H -0.409 -1.963 -0.296
H -0.843 1.629 -0.923
H -2.061 0.785 0.187
H -1.465 -0.010 -1.287
H 2.473 0.734 0.954
*
```

ΔE to the lowest compared entry with this formula, charge and spin ... 15.8 kcal/mol
Highest occupied orbital energy ... -0.319 Ha
Total energy ... -857.996856 Ha
SMILES string ... CC1(C)PS1
F_max ... 3.004 eV/Å
LUMO energy ... 0.0201 Eh
Kohn-Sham gap ... 9.2 eV

***

Below is a cluster of 2 separate species, C3H7S in total, with properties calculated with the ωB97M-V functional and the def2-TZVPD basis.

Geometry as ORCA input:
```
! wB97M-V def2-TZVPD RIJCOSX def2/J DEFGRID3
* xyz -1 1
C 0.398 0.428 -0.890
C -0.666 0.086 0.103
C -1.851 0.683 0.231
H 0.678 -0.485 -1.426
H 0.050 1.185 -1.602
H 1.317 0.740 -0.399
H -0.336 -0.607 0.876
H -2.457 0.483 1.105
H -2.201 1.422 -0.485
S 2.254 -1.426 0.965
H 2.814 -2.509 1.524
*
```

ΔE to the lowest compared entry with this formula, charge and spin ... 11.8 kcal/mol
Highest occupied orbital energy ... -0.096 Ha
Total energy ... -516.693600 Ha
F_max ... 0.957 eV/Å
LUMO energy ... 0.1470 Eh
Kohn-Sham gap ... 6.6 eV

***

Below is a cluster of 2 separate species, C3H7S in total, with properties calculated with the ωB97M-V functional and the def2-TZVPD basis.

Geometry as ORCA input:
```
! wB97M-V def2-TZVPD RIJCOSX def2/J DEFGRID3
* xyz -1 1
S 4.726 -1.927 2.503
H 4.349 -0.678 2.640
C -1.007 0.853 -1.591
C -1.039 -0.176 -0.540
C -0.868 -0.088 0.782
H -0.302 0.598 -2.391
H -1.977 0.952 -2.090
H -0.746 1.857 -1.257
H -1.323 -1.178 -0.831
H -1.239 -0.939 1.347
H -0.572 0.727 1.429
*
```

ΔE to the lowest compared entry with this formula, charge and spin ... 22.3 kcal/mol
Highest occupied orbital energy ... -0.082 Ha
Total energy ... -516.676891 Ha
F_max ... 1.429 eV/Å
LUMO energy ... 0.1152 Eh
Kohn-Sham gap ... 5.4 eV

***

Below is a cluster of 2 separate species, C3H8 in total, with properties calculated with the ωB97M-V functional and the def2-TZVPD basis.

Geometry as ORCA input:
```
! wB97M-V def2-TZVPD RIJCOSX def2/J DEFGRID3
* xyz 0 1
C 1.720 -1.119 -1.575
H 1.779 -1.930 -2.289
H 1.760 -1.497 -0.555
H 0.899 -0.454 -1.844
H 2.545 -0.390 -1.553
C -1.153 0.335 1.487
C -1.755 1.459 1.092
H -1.645 -0.613 1.316
H -0.200 0.387 1.993
H -2.743 1.449 0.663
H -1.206 2.373 1.267
*
```

ΔE to the lowest compared entry with this formula, charge and spin ... 28.8 kcal/mol
Highest occupied orbital energy ... -0.373 Ha
Total energy ... -119.049629 Ha
SMILES string ... C=C.C
F_max ... 1.356 eV/Å
LUMO energy ... 0.0432 Eh
Kohn-Sham gap ... 11.3 eV